Computed, not measured: a structure of composition C8H21ClIO2P2Pm at a distorted geometry, with ωB97M-V/def2-TZVPD.

The orbital gap (alpha / beta) comes out at 7.63 / 7.88 eV. The energy above the lowest of the compared OMol25 structures with the same formula, charge and spin is 0.000 eV. As for the spin multiplicity: 5. The LUMO energy (alpha / beta) comes out at -0.264 / -0.256 Ha. For the total energy, the calculation gives -68477.9156 eV. The max |F| comes out at 4.5 eV/A. The total charge is +2. The calculation puts the HOMO energy (alpha / beta) at -14.83 / -14.84 eV.

Geometry (Å):
C: 1.9405 2.4574 -0.0278
I: -1.4057 2.6710 -0.2504
H: 2.5756 1.5788 0.1352
H: 0.9040 2.1915 0.2389
H: 2.2693 3.2807 0.6234
Pm: -2.1713 -0.4167 0.2007
P: 2.0100 2.9287 -1.7592
C: 1.4014 4.6158 -1.8744
C: 3.6991 2.8952 -2.3650
H: 1.1976 0.7395 -2.3331
H: 1.4618 1.7609 -3.7671
H: 0.0073 1.9973 -2.7402
C: 1.0764 1.7535 -2.7394
H: 3.9741 1.8611 -2.6250
H: 3.7780 3.5272 -3.2621
H: 1.7517 5.0758 -2.8077
H: 1.7956 5.1990 -1.0307
H: 4.3779 3.2661 -1.5858
H: 0.3074 4.6428 -1.8246
C: -1.1799 0.8808 2.2578
O: -0.5686 1.3114 3.1366
Cl: -1.3858 -1.4529 -1.9591
C: -2.2255 -3.4445 3.5270
P: -1.8149 -3.3562 1.7932
C: -0.5850 -4.5780 1.3864
C: -3.2897 -3.5904 0.7931
O: -1.2327 -1.9645 1.4765
H: -3.0120 -4.1922 3.7113
H: -2.5708 -2.4586 3.8721
H: -1.3245 -3.7399 4.0866
H: -1.0199 -5.5895 1.3901
H: -0.1758 -4.3582 0.3879
H: 0.2221 -4.5261 2.1374
H: -4.1113 -2.9428 1.1657
H: -3.0823 -3.3841 -0.2753
H: -3.5943 -4.6399 0.9068